3 unconnected molecules or ions with the total composition C2H10NO3 at a distorted geometry, computed with wB97M-V/def2-TZVPD.

Each line ends with the Mulliken charge.
Element x y z (Å)
C1 0.24629 -0.89108 0.24897  -0.4318
O1 -0.02470 -0.69051 -1.14492  -0.6034
C2 1.65645 -0.31610 0.64611  -0.6014
N1 1.75102 1.04164 0.48702  -0.5788
H1 -0.45887 -0.39734 1.09134  0.2504
H2 0.30379 -2.02026 0.29898  0.1903
H3 1.85943 -0.79885 1.83019  0.1851
H4 2.31569 -0.99961 0.11002  0.2739
H5 1.24941 1.24157 -0.41408  0.4061
H6 1.21726 1.62286 1.30661  0.2982
H7 -0.27576 0.40951 -1.47038  0.3058
H8 -1.03410 1.70279 -0.63581  0.2258
O2 -0.76496 1.62706 -1.55431  -0.9554
H9 -2.30649 0.01573 -0.63730  0.4125
H10 -2.60877 -1.07464 0.21696  0.3253
O3 -3.12568 -0.47280 -0.37939  -0.7027

**Electronic energy**: -9867.85699 eV
**Energy above the lowest of the compared OMol25 structures with the same formula, charge and spin**: 44.1 kcal/mol
**F_max**: 6.7 eV/Å
**LUMO**: 4.06 eV
**M**: 96.1 u
**Gap between HOMO and LUMO**: 8.37 eV
**Net charge**: -1